Density functional theory data (ωB97M-V with the def2-TZVPD basis set) for C29H38N10PRbS2Si as an isolated structure.

Each line ends with the Mulliken charge.
Geometry (Å):
Rb  -0.6244  0.5511  -0.0132  0.883
C  5.6252  1.8975  1.8907  -0.830
N  4.2185  2.2081  1.7296  0.294
C  3.6208  3.3997  2.0231  -0.659
C  2.3011  3.2479  1.6898  -0.544
N  2.0816  2.0004  1.1940  0.472
C  3.2428  1.3845  1.2261  -0.371
P  3.6483  -0.2962  0.6624  -0.415
C  2.8908  -0.2260  -0.9888  0.040
N  1.8973  0.5444  -1.3732  -0.174
C  1.6892  0.2753  -2.6883  -0.587
C  2.5782  -0.6731  -3.1164  -0.527
N  3.3399  -0.9933  -2.0295  0.387
C  4.4092  -1.9679  -2.0057  -0.844
C  2.4044  -1.2445  1.6025  -0.491
N  1.1108  -1.0236  1.6952  0.380
C  0.6048  -2.0296  2.4587  -0.506
C  1.6082  -2.8812  2.8354  -0.624
N  2.7532  -2.3774  2.2887  0.436
C  4.0706  -2.9695  2.4048  -0.827
H  6.1300  2.7630  2.3121  0.319
H  6.0803  1.6567  0.9311  0.318
H  5.7625  1.0501  2.5610  0.292
H  4.1731  4.2253  2.4391  0.377
H  1.5001  3.9659  1.7745  0.469
H  0.9114  0.7646  -3.2518  0.452
H  2.7236  -1.1468  -4.0725  0.420
H  4.6154  -2.2896  -3.0232  0.302
H  4.1279  -2.8409  -1.4153  0.228
H  5.3164  -1.5336  -1.5874  0.370
H  -0.4492  -2.0993  2.6722  0.388
H  1.6135  -3.7804  3.4277  0.396
H  3.9985  -3.8597  3.0240  0.304
H  4.7711  -2.2750  2.8665  0.301
H  4.4559  -3.2523  1.4255  0.293
C  -2.9619  -0.2175  3.3538  -0.892
C  -3.0381  1.2675  3.2315  0.461
N  -2.5343  1.9525  2.2642  0.138
C  -2.7405  3.3035  2.4050  0.115
C  -3.4214  3.6527  3.5314  -0.574
S  -3.8321  2.2561  4.4351  -0.235
C  -2.2257  4.2012  1.3714  -0.394
C  -2.4342  5.5444  1.2657  -0.475
S  -1.6164  6.1631  -0.1076  -0.223
C  -1.0413  4.5540  -0.4698  0.154
N  -1.4398  3.6727  0.3799  0.450
C  -0.1783  4.2585  -1.6499  -0.698
H  -2.8223  -0.6447  2.3617  0.087
H  -3.8682  -0.6233  3.8001  0.482
H  -2.1136  -0.4974  3.9818  0.242
H  -3.7062  4.6350  3.8718  0.407
H  -3.0155  6.1951  1.8982  0.424
H  0.0965  5.1678  -2.1804  0.417
H  -0.7151  3.5978  -2.3331  0.114
H  0.7242  3.7391  -1.3212  0.126
C  1.4568  -3.6670  -0.7146  -0.443
C  -0.0268  -3.5882  -0.9802  0.400
C  -0.7559  -4.7619  -1.0990  -0.876
C  -2.1195  -4.6466  -1.3833  -0.611
C  -2.6732  -3.4062  -1.5544  -0.417
C  -1.8650  -2.2303  -1.4497  -0.056
N  -0.5440  -2.3698  -1.1214  0.275
N  -2.3133  -0.9910  -1.6385  0.172
Si  -3.7191  -0.4336  -2.3822  -0.172
C  -5.4069  -0.8660  -1.6068  -1.131
C  -3.5715  1.4596  -2.3089  -0.764
C  -3.8897  -0.9031  -4.2182  -1.082
H  1.6885  -4.4789  -0.0219  0.404
H  1.8049  -2.7201  -0.3064  -0.379
H  1.9918  -3.8614  -1.6490  0.317
H  -0.2813  -5.7264  -0.9717  0.425
H  -2.7308  -5.5390  -1.4656  0.394
H  -3.7289  -3.2853  -1.7641  0.230
H  -5.4288  -0.6094  -0.5438  0.263
H  -5.6246  -1.9338  -1.6930  0.346
H  -6.2189  -0.3248  -2.0991  0.347
H  -3.5196  1.8140  -1.2748  0.127
H  -4.4257  1.9465  -2.7886  0.396
H  -2.6660  1.7824  -2.8311  0.055
H  -3.8727  -1.9893  -4.3434  0.308
H  -3.0571  -0.4931  -4.7959  0.279
H  -4.8197  -0.5295  -4.6536  0.337

Calculated values
energy above the lowest of the compared OMol25 structures with the same formula, charge and spin = 5.54 kcal/mol



Density functional theory data (ωB97M-V with the def2-TZVPD basis set) for a 2-piece molecular cluster, C29H38N3O5P overall in a non-equilibrium geometry.

Each line ends with the Mulliken charge.
Geometry (Å):
C  -1.8219  1.1007  4.9324  -1.159
C  -2.0002  1.3029  3.4433  -0.294
O  -2.3274  0.0143  2.8525  -0.234
P  -2.1526  -0.2684  1.2773  0.613
C  -3.7323  -0.0845  0.4980  -0.732
C  -4.0417  0.9532  -0.3393  0.372
N  -4.3745  1.7757  -1.1237  -0.717
O  -1.0205  0.4374  0.6382  -0.824
O  -2.1182  -1.8792  1.2462  -0.140
C  -1.6152  -2.7274  2.3089  -0.109
C  -1.5470  -4.1391  1.7653  -1.206
H  -1.8308  2.0643  5.4448  0.379
H  -2.6188  0.4748  5.3482  0.296
H  -0.8551  0.6254  5.1359  0.282
H  -2.8134  2.0113  3.2271  0.285
H  -1.0785  1.6695  2.9716  0.344
H  -4.5227  -0.7762  0.8049  0.481
H  -0.6195  -2.3617  2.6052  0.296
H  -2.2961  -2.6611  3.1684  0.268
H  -1.3035  -4.8452  2.5617  0.449
H  -2.5000  -4.4457  1.3205  0.236
H  -0.7688  -4.2158  0.9982  0.270
C  -2.8174  -7.0461  -4.6061  -0.844
O  -2.7512  -6.2914  -3.3779  -0.449
C  -3.2558  -5.0342  -3.3676  1.242
C  -3.1366  -4.3056  -2.1543  -0.739
C  -3.5866  -3.0083  -2.0829  -0.041
C  -4.2216  -2.3741  -3.1903  0.561
C  -4.7213  -1.0371  -3.0864  -0.203
C  -5.3706  -0.3894  -4.1378  0.326
C  -5.8873  0.8974  -4.1582  0.401
N  -6.4930  1.4314  -5.2359  0.568
C  -7.0656  2.7751  -5.1813  -0.063
C  -8.1792  2.9228  -4.1425  -0.681
C  -8.7862  4.3067  -4.1209  0.485
C  -10.1461  4.4876  -4.3949  -0.396
C  -10.6640  5.7799  -4.5022  -0.545
C  -9.8372  6.8886  -4.2775  -0.442
C  -8.4960  6.6975  -3.9207  -0.677
C  -7.9715  5.4045  -3.8304  -0.233
C  -7.5545  2.9825  -6.6147  0.269
O  -8.0495  4.0001  -7.0975  -0.713
N  -7.3401  1.8151  -7.2885  0.288
C  -7.7265  1.6492  -8.6691  -0.968
C  -6.6716  0.7652  -6.5434  0.171
C  -5.3445  0.4151  -7.2358  -1.533
C  -7.5899  -0.4660  -6.4713  -1.565
C  -4.3343  -3.1331  -4.3918  -0.582
C  -3.8680  -4.4329  -4.4904  -0.998
H  -2.3468  -7.9964  -4.3530  0.252
H  -3.8603  -7.2049  -4.9165  0.339
H  -2.2599  -6.5443  -5.4105  0.347
H  -2.6744  -4.8000  -1.3036  0.386
H  -3.4564  -2.4386  -1.1619  0.343
H  -4.5806  -0.5177  -2.1406  -0.031
H  -5.5045  -0.9457  -5.0583  -1.117
H  -5.8013  1.5430  -3.2736  0.709
H  -6.2713  3.5159  -4.9769  0.353
H  -8.9533  2.1724  -4.3597  0.341
H  -7.7416  2.6796  -3.1637  0.486
H  -10.7748  3.6085  -4.5626  0.308
H  -11.7093  5.9188  -4.7816  0.355
H  -10.2444  7.8994  -4.3571  0.361
H  -7.8475  7.5541  -3.7327  0.365
H  -6.9244  5.2389  -3.5593  0.411
H  -8.2142  2.5644  -9.0155  0.389
H  -6.8453  1.4481  -9.2931  0.290
H  -8.4227  0.8057  -8.7713  0.301
H  -4.7798  1.3364  -7.4325  0.361
H  -4.7247  -0.2488  -6.6299  0.377
H  -5.5623  -0.0868  -8.1878  0.471
H  -8.5889  -0.1607  -6.1292  0.342
H  -7.6673  -0.9071  -7.4745  0.496
H  -7.2068  -1.2265  -5.7869  0.384
H  -4.7949  -2.6968  -5.2782  0.231
H  -3.9699  -4.9834  -5.4271  0.354



Density functional theory data (ωB97M-V with the def2-TZVPD basis set) for a 7-piece molecular cluster, C29H38N4O3 overall in a non-equilibrium geometry.

Each line ends with the Mulliken charge.
Geometry (Å):
C  -2.7065  -2.5350  4.5356  -0.546
C  -2.0177  -2.6614  3.3440  -0.260
C  -2.2428  -1.8146  2.2188  0.126
N  -3.2651  -0.8803  2.3355  -0.401
C  -3.9652  -0.8030  3.5618  -0.376
C  -3.7315  -1.5837  4.6368  -0.461
H  -2.4892  -3.1554  5.3925  0.409
H  -1.2634  -3.4336  3.3105  0.447
H  -1.6818  -1.9330  1.3036  0.200
H  -4.6573  0.0249  3.5178  0.416
H  -4.2335  -1.4208  5.5791  0.398
C  -2.5084  2.4806  2.7558  -0.103
C  -3.4155  3.5201  2.8645  -0.534
C  -3.1289  4.6787  3.5666  -0.319
N  -1.8979  4.7438  4.2338  -0.540
C  -1.1267  3.6318  4.3478  -0.535
C  -1.4231  2.5039  3.6099  -0.132
H  -2.7478  1.5987  2.1802  0.645
H  -4.3861  3.5152  2.3910  0.374
H  -3.8305  5.4985  3.5198  0.346
H  -0.2495  3.7215  4.9713  0.372
H  -0.7509  1.6605  3.6658  0.396
C  0.3423  -4.5339  -1.3165  -0.011
C  -0.6520  -4.6866  -0.3741  -0.232
C  -0.3462  -5.0900  0.8955  -0.391
N  0.9087  -5.1894  1.3446  -0.669
C  1.8704  -5.0670  0.4475  -0.133
C  1.6406  -4.8449  -0.9133  -0.502
H  0.1099  -4.1705  -2.3066  0.278
H  -1.6435  -4.4462  -0.7285  0.401
H  -1.1970  -5.3867  1.4910  0.481
H  2.9094  -5.0615  0.7422  0.390
H  2.5203  -4.6263  -1.5005  0.366
C  3.7825  1.5906  -1.4131  -0.263
C  4.2667  0.7480  -0.4305  -0.419
C  4.3290  -0.6168  -0.6451  -0.413
N  3.7355  -1.1771  -1.7310  -0.416
C  3.2164  -0.3509  -2.7114  -0.530
C  3.2280  1.0252  -2.5710  -0.458
H  3.9567  2.6488  -1.2854  0.615
H  4.7872  1.1866  0.4080  0.419
H  4.7007  -1.2883  0.1147  0.367
H  2.7498  -0.8944  -3.5197  0.690
H  2.9177  1.6484  -3.3967  0.462
C  -1.2682  0.4491  -0.6413  -0.815
C  -0.3949  -0.7182  -0.9344  0.916
C  0.7201  -1.1277  0.1049  -0.815
O  -0.5932  -1.3670  -1.9378  -0.539
H  -1.4052  0.9995  -1.5722  0.421
H  -0.7595  1.1753  -0.0074  -0.010
H  -2.1269  -0.0154  -0.1566  0.287
H  0.2819  -1.6011  0.9836  0.148
H  1.2669  -0.2847  0.5273  0.354
H  1.5474  -1.7768  -0.1821  0.112
C  1.2543  4.1817  -0.3374  -0.370
C  0.9822  5.4785  0.3208  0.665
C  0.7644  5.4854  1.8326  -0.733
O  0.8761  6.5182  -0.3500  -0.594
H  2.2348  3.7973  -0.0565  0.157
H  1.1904  4.3089  -1.4181  0.371
H  0.5639  3.4467  0.0763  -0.081
H  1.6598  5.0915  2.3135  0.358
H  -0.0796  4.8992  2.1962  -0.078
H  0.4499  6.4533  2.2228  0.344
C  0.3542  -1.1071  -4.9387  -0.294
C  0.8349  -1.3148  -6.3563  0.704
C  -0.2198  -1.8607  -7.3109  -1.130
O  1.9680  -0.9592  -6.6271  -0.571
H  1.0981  -0.4716  -4.4581  -0.167
H  0.3485  -1.9548  -4.2534  -0.002
H  -0.5977  -0.5772  -4.9715  0.455
H  -0.3712  -2.9182  -7.0945  0.298
H  0.1206  -1.7230  -8.3372  0.322
H  -1.1138  -1.2818  -7.0791  0.333

Calculated values
energy above the lowest of the compared OMol25 structures with the same formula, charge and spin = 46.65 kcal/mol
SMILES = c1ccncc1.c1ccncc1.c1ccncc1.c1ccncc1.CC(C)=O.CC(C)=O.CC(C)=O



HOMO-LUMO gap, respectively: 0.2213, 0.1521, 0.3647 Eh.
E_LUMO, respectively: 0.167, -1.832, 0.365 eV.